i) Below is 2 unconnected molecules or ions with the total composition C17H19NO, with properties calculated with ωB97M-V/def2-TZVPD.

Results
Structure (SMILES): Cc1c[nH]c2ccccc12.CCc1ccc(O)cc1
HOMO-LUMO gap, eV: 8.727

Structure (ORCA input):
```
! wB97M-V def2-TZVPD RIJCOSX def2/J DEFGRID3
* xyz 0 1
O -1.6981 1.2161 4.4268
N 3.0479 0.7374 0.2183
C -1.5751 0.6474 0.3249
C 2.4063 1.5408 -0.7418
C 2.1864 -2.8532 0.4905
C 2.8431 -1.7111 0.8598
C 1.1728 -1.8412 -1.4472
C 1.6971 -0.5984 -1.0390
C 1.4781 -2.9530 -0.7123
C 1.2160 1.1615 -2.9525
C -1.5732 1.1297 3.0545
C -1.7633 0.3156 -1.1233
C -2.4969 1.7448 2.2622
C 1.7269 0.7103 -1.5935
C -0.6646 0.1998 2.5368
C -2.3650 1.6386 0.8633
C 2.5865 -0.5560 0.0623
C -3.0209 -0.5734 -1.2532
C -0.6342 -0.0241 1.1814
H 0.0331 -0.7829 0.7876
H 1.0344 -3.9238 -0.9231
H 3.3316 1.0694 1.1246
H -0.1698 -0.4168 3.2751
H -0.9051 -0.3050 -1.4377
H -2.3181 1.9055 4.6541
H 2.4417 -3.7319 1.0402
H -2.6234 -1.5969 -1.2286
H -3.0825 2.1000 0.2057
H 2.1397 1.4590 -3.4402
H -3.8022 -0.4532 -0.5253
H 0.5746 2.0284 -2.8064
H 0.4907 -1.7707 -2.2846
H -3.3673 2.2931 2.6831
H 2.7237 2.5776 -0.7890
H -3.4540 -0.5864 -2.2544
H 0.7583 0.3827 -3.5225
H -1.8538 1.2747 -1.6602
H 3.4788 -1.4544 1.6836
*
```


ii) Below is 2 unconnected molecules or ions with the total composition C17H19NO, with properties calculated with ωB97M-V/def2-TZVPD.

Results
Structure (SMILES): Cc1c[nH]c2ccccc12.CCc1ccc(O)cc1
HOMO-LUMO gap, eV: 8.530

Structure (ORCA input):
```
! wB97M-V def2-TZVPD RIJCOSX def2/J DEFGRID3
* xyz 0 1
O 2.4419 -3.8583 1.3949
N 1.3743 2.3411 -1.5390
C 0.3400 -2.8598 0.7192
C -2.3317 2.5520 -1.2999
C 1.2301 -0.7512 2.4164
C 1.4803 -2.9486 1.5358
C 1.8967 -1.9390 2.4387
C 1.2165 -1.1776 -2.7353
C -0.7106 0.6810 1.8456
C -1.0758 -0.2469 -2.2193
C -0.9172 2.2269 -1.5955
C -1.5492 0.9074 3.2160
C 1.8759 -0.0136 -2.3989
C 0.1300 3.0249 -1.3278
C -0.3809 -1.6444 0.7852
C 1.0703 1.0805 -2.0917
C -0.2605 -1.2284 -2.7328
C -0.3758 0.9398 -2.0400
C 0.0666 -0.5876 1.5969
H -2.3870 0.3529 3.3476
H -2.1117 -0.3079 -1.9963
H -1.2231 -1.6019 0.1844
H 2.2133 3.0311 -1.7840
H -2.7671 3.0160 -2.1562
H 1.5426 0.1573 2.9680
H 2.7357 -2.2130 3.1429
H -0.9992 0.4455 4.0351
H -0.0882 -3.7029 0.2025
H -2.4561 3.2238 -0.3757
H -1.8674 1.8502 3.0836
H -2.9550 1.6463 -0.8711
H -0.6761 -2.1213 -3.2427
H -1.5011 0.7839 1.0750
H 0.0319 1.5202 1.7965
H 1.7136 -2.0886 -2.9023
H 2.2611 -4.5394 0.6751
H 0.1188 3.9746 -0.8639
H 2.8941 0.0752 -2.2869
*
```


iii) Below is 2 unconnected molecules or ions with the total composition C17H19NO, with properties calculated with ωB97M-V/def2-TZVPD.

Results
Structure (SMILES): CCc1c[nH]c2ccccc12.Cc1ccc(O)cc1
HOMO-LUMO gap, eV: 8.673

Structure (ORCA input):
```
! wB97M-V def2-TZVPD RIJCOSX def2/J DEFGRID3
* xyz 0 1
O -1.0001 1.3248 3.2412
N 4.0321 0.5320 -0.3724
C 3.2885 1.2434 -2.6650
C 3.1969 0.5314 -1.4649
C -1.3781 0.8035 0.9045
C 1.3764 -1.7915 0.8184
C 2.1082 -0.2822 -1.1537
C 1.1963 -0.5816 -2.1890
C -3.5785 0.0402 0.3092
C 3.5146 -0.3167 0.5818
C -4.0527 0.4878 1.5342
C -4.5762 -0.4170 -0.7518
C 1.0559 -1.4071 2.2607
C 1.3639 -0.0119 -3.4278
C -3.1984 1.0248 2.4902
C 2.3700 0.9486 -3.6462
C -2.2715 0.3504 -0.0669
C -1.8405 1.0326 2.1887
C 2.2988 -0.7820 0.1921
H -3.5114 1.4556 3.4291
H -0.3850 1.1350 0.6575
H 2.4167 1.4583 -4.6046
H 0.3345 -1.1979 -1.9696
H -5.0233 -1.3814 -0.5325
H -0.1635 1.7342 2.9503
H 0.4497 -2.1496 2.7731
H 4.0995 -0.4464 1.4839
H 1.9339 -1.3190 2.8972
H 0.6743 -0.2992 -4.2108
H -5.1110 0.3826 1.7352
H 1.7601 -2.8020 0.7212
H 0.4222 -1.7280 0.3098
H 4.0642 1.9779 -2.8456
H 4.9416 0.9380 -0.2599
H -4.0828 -0.4208 -1.7217
H -5.3406 0.3616 -0.8741
H 0.4992 -0.4765 2.3038
H -1.8838 0.0481 -1.0254
*
```


Each structure's energy above the most stable one, in kJ/mol: i) 63.9; ii) 229.1; iii) 0.0.


i) Below is a gas-phase ion, C3HO3 (charge -1), with properties calculated with ωB97M-V/def2-TZVPD.

Results
Structure (SMILES): O=C=CC(=O)[O-]
HOMO-LUMO gap, eV: 8.134

Structure (ORCA input):
```
! wB97M-V def2-TZVPD RIJCOSX def2/J DEFGRID3
* xyz -1 1
O -2.2759 0.4962 0.8181
O 1.2790 -1.3686 0.5434
O 1.6495 0.8441 0.5443
C 1.0863 -0.1993 0.2717
C -1.3844 0.2643 0.0444
C -0.3141 0.0349 -0.5972
H -0.0405 -0.0717 -1.6248
*
```


ii) Below is a molecular structure, C3HO3, with properties calculated with ωB97M-V/def2-TZVPD.

Results
HOMO-LUMO gap, eV: 7.699

Structure (ORCA input):
```
! wB97M-V def2-TZVPD RIJCOSX def2/J DEFGRID3
* xyz -1 1
O 1.4082 0.8644 0.2023
O 2.0841 -1.3798 -0.2108
O -1.8554 1.3833 -0.2079
C -1.1994 0.3612 -0.0830
C 1.3276 -0.4726 0.0070
C 0.0875 0.0520 0.2030
H -1.8527 -0.8085 0.0892
*
```


Each structure's energy above the most stable one, in kJ/mol: i) 0.0; ii) 199.9.